[1]
A structure of composition C11H17CdN4O3S4, computed with the ωB97M-V functional and the def2-TZVPD basis.

Summary:
**Energy above the lowest of the compared OMol25 structures with the same formula, charge and spin**: 39.5 kJ/mol
**E_LUMO**: 2.5687 eV
**Total charge**: -1
**HOMO level**: -3.99 eV

Cartesian coordinates (Å):
Cd1 1.9424 0.0353 1.1644
S1 3.8405 -1.0709 -0.1769
S2 2.6987 3.6564 3.9529
S3 2.3100 2.6166 1.1907
S4 2.0934 0.7836 3.5301
O1 -3.9385 0.0354 -0.5447
O2 -0.0560 -1.7463 1.4949
O3 0.2025 1.2349 -1.8585
N1 0.1100 -0.2607 -0.1519
N2 -1.8465 0.6061 -1.1465
N3 3.2187 -0.4281 -2.6649
N4 3.6799 1.3437 -1.2733
C1 -2.1052 -2.9356 -1.1424
C2 -0.6287 -1.0409 0.6633
C3 3.5596 0.0426 -1.4498
C4 2.3893 2.3978 2.9332
C5 -2.7394 -0.1017 -0.3925
C6 -2.2567 0.6758 2.4779
C7 3.2069 2.3451 -2.2107
C8 -0.4427 0.5562 -1.0718
C9 -2.1521 -1.0744 0.6149
C10 -2.6829 -0.7114 2.0152
C11 -2.6041 -2.4952 0.2262
H1 -3.7716 -0.7903 1.9802
H2 -2.4408 -3.9490 -1.3677
H3 2.9561 -1.3969 -2.6916
H4 -2.6164 0.8741 3.4877
H5 -3.6951 -2.5163 0.2622
H6 3.6418 2.1858 -3.2005
H7 -2.6603 1.4551 1.8274
H8 -2.3046 -1.4675 2.7041
H9 -2.4772 -2.2820 -1.9345
H10 -2.2228 1.2509 -1.8241
H11 2.1153 2.3348 -2.2625
H12 2.7665 0.1879 -3.3234
H13 -1.0140 -2.9301 -1.1851
H14 3.7881 1.6517 -0.3039
H15 -1.1697 0.7767 2.5037
H16 -2.2258 -3.1672 0.9985
H17 3.5313 3.3182 -1.8504

Force components x, y, z for each atom (eV/Å):
Cd -0.03 0.21 0.24
S 0.20 -0.14 -0.03
S 0.02 0.12 0.12
S -0.07 -0.04 0.08
S -0.03 -0.10 0.03
O 0.06 -0.02 0.00
O -0.09 0.05 0.01
O -0.16 -0.04 0.03
N 0.07 0.06 0.08
N 0.08 0.06 -0.04
N -0.03 0.16 -0.14
N 0.13 -0.09 -0.05
C 0.01 -0.05 -0.05
C -0.04 -0.30 0.15
C -0.11 0.01 -0.02
C 0.02 -0.03 -0.10
C -0.06 -0.02 0.02
C -0.02 0.03 0.01
C -0.03 0.12 -0.08
C 0.01 0.01 -0.16
C -0.02 0.04 -0.11
C 0.00 -0.02 -0.04
C 0.02 0.04 0.10
H 0.00 0.01 0.00
H 0.00 0.00 0.00
H -0.02 -0.03 0.01
H -0.02 -0.01 0.00
H 0.00 0.02 -0.02
H 0.01 0.00 0.03
H 0.02 0.00 -0.01
H 0.00 -0.01 -0.01
H -0.02 0.01 0.00
H -0.02 0.02 -0.03
H 0.06 -0.03 -0.04
H -0.02 -0.04 0.07
H 0.01 0.00 0.01
H -0.01 0.00 -0.08
H 0.03 0.01 0.01
H 0.00 0.00 -0.01
H 0.00 -0.02 0.02

The Löwdin scheme yields these atomic charges, measured in e:
1. Cd 1.002
2. S 0.488
3. S 0.364
4. S 0.293
5. S 0.244
6. O 0.081
7. O -0.020
8. O 0.019
9. N 0.066
10. N 0.210
11. N 0.109
12. N -0.085
13. C -0.078
14. C -0.523
15. C -0.937
16. C -1.916
17. C -0.435
18. C -0.065
19. C -0.086
20. C -0.544
21. C -0.319
22. C -0.174
23. C -0.175
24. H 0.118
25. H 0.071
26. H 0.084
27. H 0.077
28. H 0.119
29. H 0.082
30. H 0.080
31. H 0.119
32. H 0.077
33. H 0.156
34. H 0.064
35. H 0.092
36. H 0.079
37. H -0.004
38. H 0.064
39. H 0.120
40. H 0.086

[2]
A structure of composition C11H17Cl2NO2Tc at a distorted geometry, computed with the ωB97M-V functional and the def2-TZVPD basis.

Summary:
**Spin multiplicity**: 4
**E_LUMO (alpha / beta)**: 5.8812 / 5.8649 eV
**Total charge**: -2
**HOMO level (alpha / beta)**: 0.48 / -0.84 eV

Cartesian coordinates (Å):
Tc1 0.3930 1.3791 0.8883
Cl1 2.4019 1.3632 -0.5985
Cl2 2.2058 0.8719 2.3145
O1 -0.1460 3.2526 1.3760
O2 -0.5459 1.1615 2.6276
N1 0.0555 3.7687 -1.3903
C1 0.4870 -2.1046 1.9233
C2 0.5795 -0.4420 -2.8937
C3 1.9569 -2.3793 -0.8306
C4 0.1070 2.8722 -0.6342
C5 0.8590 -1.4388 -0.5345
C6 -0.7458 0.2289 -0.7737
C7 -2.0416 -0.2486 1.4216
C8 0.2911 -0.5131 -1.4503
C9 -0.8494 -0.3280 0.5496
C10 0.2278 -1.3052 0.7128
C11 -1.8486 0.9660 -1.4406
H1 0.1424 -1.2918 -3.4409
H2 0.1673 0.4735 -3.3321
H3 -2.2977 1.6922 -0.7563
H4 0.0739 -1.5939 2.7990
H5 1.6589 -0.4640 -3.0840
H6 -2.6247 0.2702 -1.7771
H7 1.5570 -3.3575 -1.1159
H8 0.0442 -3.1109 1.8724
H9 -2.8673 0.3081 0.9819
H10 -0.8282 1.9953 3.0325
H11 -2.3103 -1.2324 1.8020
H12 0.3647 4.0828 1.2903
H13 2.5889 -2.0217 -1.6468
H14 -1.4738 1.5125 -2.3076
H15 2.5669 -2.5240 0.0642
H16 -1.7178 0.3755 2.2874
H17 1.5682 -2.2184 2.0637

Force components x, y, z for each atom (eV/Å):
Tc 1.54 3.17 -1.31
Cl 0.46 0.11 -0.49
Cl 0.94 -0.47 1.31
O 0.10 2.33 2.86
O 0.53 1.17 1.12
N -0.09 -0.91 0.61
C 0.19 -0.04 0.53
C 0.30 0.22 -0.48
C 0.30 -0.14 0.03
C -0.09 -0.17 -1.48
C -0.81 0.48 0.53
C 0.53 -2.01 -0.17
C -0.89 -0.65 0.18
C -1.27 -0.22 0.86
C 0.07 -0.64 -0.35
C -0.69 0.08 -1.90
C -0.17 0.23 -0.19
H -0.02 0.01 0.05
H 0.18 -0.09 0.05
H 0.00 -0.05 -0.22
H 0.17 -0.07 -0.03
H -0.04 0.13 -0.03
H -0.16 -0.07 -0.03
H 0.08 -0.20 -0.09
H -0.02 0.05 -0.06
H -0.28 -0.39 -0.36
H 0.65 0.22 -0.48
H -0.51 -0.28 -0.23
H -0.27 -1.06 -0.33
H 0.08 0.00 0.08
H -0.11 0.11 0.09
H 0.18 -0.03 -0.10
H -0.75 -0.80 -0.14
H -0.13 -0.01 0.17

The Löwdin scheme yields these atomic charges, measured in e:
1. Tc 1.145
2. Cl -0.094
3. Cl -0.192
4. O -0.495
5. O -0.524
6. N -0.047
7. C -0.092
8. C -0.083
9. C -0.068
10. C -0.549
11. C -0.296
12. C -0.386
13. C -0.103
14. C -0.312
15. C -0.424
16. C -0.282
17. C -0.106
18. H 0.071
19. H 0.069
20. H 0.068
21. H 0.070
22. H 0.056
23. H 0.071
24. H 0.066
25. H 0.070
26. H 0.063
27. H 0.007
28. H 0.062
29. H -0.002
30. H 0.062
31. H 0.053
32. H 0.067
33. H 0.000
34. H 0.055

[3]
A cluster of 2 separate species, C11H17FNO3 in total at a distorted geometry, computed with the ωB97M-V functional and the def2-TZVPD basis.

Summary:
**Energy above the lowest of the compared OMol25 structures with the same formula, charge and spin**: 0.0 kJ/mol
**E_LUMO**: -5.2034 eV
**Total charge**: +1
**HOMO level**: -12.50 eV

Cartesian coordinates (Å):
F1 0.3389 -0.8691 1.4177
O1 -1.0380 -2.8461 0.1698
O2 3.7812 2.0970 -1.5529
O3 3.4544 2.9374 0.5481
N1 -1.7364 2.3251 -0.4810
C1 -1.0248 1.2685 0.1867
C2 -3.2462 2.2837 -0.4082
C3 2.1759 -0.6505 -0.2245
C4 -1.5348 -4.9095 1.3149
C5 0.5399 1.3145 0.1662
C6 -1.1053 3.4091 -1.2054
C7 2.9166 2.5197 -0.5175
C8 1.3293 2.4684 -0.5507
C9 -0.6020 -4.1875 0.3633
C10 1.3036 0.1070 0.9262
C11 0.4418 3.5384 -1.2821
H1 -3.5811 3.3896 -0.4010
H2 -1.7151 4.2086 -1.7440
H3 3.2575 -0.2600 -0.1716
H4 -1.6049 0.4278 0.7127
H5 1.7736 -0.3126 -1.2547
H6 -1.0368 -2.4125 1.0322
H7 0.4204 -4.1719 0.7550
H8 -1.5655 -4.4040 2.2847
H9 2.1457 -1.7866 -0.1047
H10 1.9731 0.4977 1.7816
H11 -3.7261 1.6793 -1.2467
H12 0.9715 4.3927 -1.8457
H13 -3.4856 1.8110 0.6192
H14 -1.2138 -5.9425 1.4675
H15 -0.5908 -4.6825 -0.6098
H16 -2.5554 -4.9112 0.9237
H17 4.5392 1.6712 -1.0688

Force components x, y, z for each atom (eV/Å):
F 1.44 2.32 -0.42
O -0.13 0.24 -0.26
O -2.34 -0.29 1.82
O -2.76 -1.71 -3.82
N 2.36 -0.05 -0.48
C 3.44 2.52 -1.52
C -0.47 0.61 1.02
C 0.05 1.03 -0.02
C -0.07 -0.14 0.01
C -1.69 1.35 -0.25
C 3.60 -1.35 0.96
C 2.99 1.13 3.37
C -4.30 -0.43 -0.94
C -0.16 0.00 0.34
C 0.25 -0.42 -1.62
C -1.10 -3.01 2.02
H 0.28 -2.02 -0.10
H 0.57 -1.56 1.08
H -1.60 -0.83 0.05
H 1.01 1.60 -1.02
H 0.60 -0.96 1.64
H 0.06 -0.21 -0.20
H 0.04 -0.17 -0.03
H 0.11 -0.09 0.00
H -0.03 1.76 -0.08
H -1.43 -0.72 -1.20
H 0.91 0.90 1.06
H -1.27 -1.49 0.99
H 0.18 0.84 -1.83
H -0.05 0.06 0.06
H -0.01 0.22 0.02
H 0.12 -0.05 -0.05
H -0.61 0.93 -0.58

The Löwdin scheme yields these atomic charges, measured in e:
1. F -0.079
2. O -0.116
3. O 0.065
4. O 0.090
5. N -0.134
6. C 0.109
7. C -0.014
8. C -0.019
9. C -0.090
10. C 0.012
11. C 0.044
12. C -0.370
13. C 0.038
14. C -0.320
15. C -0.221
16. C 0.088
17. H 0.121
18. H 0.147
19. H 0.084
20. H 0.159
21. H 0.103
22. H 0.051
23. H 0.106
24. H 0.074
25. H 0.102
26. H 0.170
27. H 0.123
28. H 0.138
29. H 0.120
30. H 0.079
31. H 0.115
32. H 0.079
33. H 0.146